Record 1
{
  "formula": "C4H8O2",
  "method": "ωB97M-V/def2-TZVPD",
  "species": ["C", "C", "C", "O", "C", "O", "H", "H", "H", "H", "H", "H", "H", "H"],
  "positions_angstrom": [[-0.437, 1.615, 0.171], [-0.080, 0.153, -0.068], [-1.276, -0.770, 0.090], [0.891, -0.287, 0.878], [2.824, -1.455, -0.690], [2.331, -2.396, -1.092], [-1.204, 1.962, -0.531], [-0.817, 1.740, 1.191], [0.444, 2.256, 0.054], [0.322, 0.039, -1.091], [-0.985, -1.805, -0.110], [-2.084, -0.496, -0.596], [-1.658, -0.712, 1.115], [1.728, 0.155, 0.680]],
  "homo_lumo_gap_ha": 0.420,
  "spin_multiplicity": 1
}

=====

Record 2
{
  "formula": "C4H8O2",
  "method": "ωB97M-V/def2-TZVPD",
  "species": ["C", "C", "O", "C", "C", "O", "H", "H", "H", "H", "H", "H", "H", "H"],
  "positions_angstrom": [[-1.942, -0.422, 0.361], [-0.494, -0.231, -0.005], [-0.333, 0.871, -0.883], [0.982, 1.170, -0.897], [1.530, -0.524, 0.346], [0.382, -0.100, 1.074], [-2.074, -1.404, 0.819], [-2.561, -0.355, -0.538], [-2.279, 0.340, 1.074], [0.149, -0.984, -0.591], [1.221, 1.668, -1.855], [1.360, 1.688, -0.020], [2.472, -0.088, 0.611], [1.587, -1.630, 0.503]],
  "homo_lumo_gap_ha": 0.352,
  "spin_multiplicity": 1
}

=====

Record 3
{
  "formula": "C4H8O2",
  "method": "ωB97M-V/def2-TZVPD",
  "species": ["O", "C", "C", "C", "O", "C", "H", "H", "H", "H", "H", "H", "H", "H"],
  "positions_angstrom": [[2.058, 1.063, 0.437], [1.407, -0.119, -0.009], [-0.093, 0.067, 0.199], [-1.056, 0.651, -0.855], [-1.973, -0.455, -0.645], [-1.221, -0.951, 0.433], [2.996, 0.994, 0.217], [1.739, -0.994, 0.571], [1.690, -0.314, -1.064], [-0.487, 0.328, 1.215], [-1.522, 1.606, -0.574], [-0.751, 0.707, -1.913], [-1.694, -0.576, 1.529], [-1.120, -2.026, 0.528]],
  "homo_lumo_gap_ha": 0.377,
  "spin_multiplicity": 1,
  "smiles": "OCC1COC1"
}

=====

Record 4
{
  "formula": "C4H8O2",
  "method": "ωB97M-V/def2-TZVPD",
  "species": ["C", "O", "C", "C", "C", "O", "H", "H", "H", "H", "H", "H", "H", "H"],
  "positions_angstrom": [[-1.817, 0.156, -0.605], [-0.442, 0.245, -0.919], [0.327, 0.782, 0.116], [0.596, 0.025, 1.370], [1.710, 0.216, 0.376], [1.598, -1.391, -0.657], [-2.242, 1.145, -0.389], [-1.981, -0.496, 0.263], [-2.318, -0.266, -1.479], [0.297, 1.872, 0.170], [0.216, -0.988, 1.469], [0.712, 0.567, 2.304], [2.392, -0.792, -0.698], [0.954, -1.077, -1.322]],
  "homo_lumo_gap_ha": 0.344,
  "spin_multiplicity": 1
}

=====

Record 5
{
  "formula": "C4H8O2",
  "method": "ωB97M-V/def2-TZVPD",
  "species": ["C", "O", "C", "C", "O", "C", "H", "H", "H", "H", "H", "H", "H", "H"],
  "positions_angstrom": [[0.119, -0.891, 1.833], [0.377, -1.083, 0.471], [-0.287, -0.332, -0.500], [-0.630, 1.186, -0.461], [-0.042, 1.331, -1.765], [0.686, 0.113, -1.569], [0.089, 0.174, 2.099], [-0.805, -1.389, 2.167], [0.981, -1.332, 2.340], [-1.165, -0.861, -0.897], [-0.109, 1.799, 0.290], [-1.686, 1.473, -0.485], [1.643, 0.317, -1.065], [0.828, -0.504, -2.460]],
  "homo_lumo_gap_ha": 0.391,
  "spin_multiplicity": 1
}

=====

Record 6
{
  "formula": "C4H8O2",
  "method": "ωB97M-V/def2-TZVPD",
  "species": ["C", "C", "O", "C", "C", "O", "H", "H", "H", "H", "H", "H", "H", "H"],
  "positions_angstrom": [[1.736, 1.255, -0.001], [0.452, 0.380, 0.074], [0.722, -0.998, 0.400], [-0.188, -2.019, 0.448], [-1.621, -1.750, 0.065], [0.202, -3.095, 0.796], [1.490, 2.277, 0.267], [2.160, 1.230, -1.000], [2.473, 0.869, 0.697], [-0.207, 0.790, 0.845], [-0.065, 0.425, -0.892], [-1.778, -0.782, -0.399], [-2.229, -1.824, 0.963], [-1.934, -2.549, -0.605]],
  "homo_lumo_gap_ha": 0.410,
  "spin_multiplicity": 1,
  "smiles": "CCOC(C)=O"
}

=====

Quick rundown of ΔE to the lowest compared entry with this formula, charge and spin, same order as above: 95.4; 498.5; 388.0; 567.6; 267.2; 72.1 kJ/mol
Quick rundown of DFT total energy, same order as above: -307.6761; -307.5226; -307.5647; -307.4962; -307.6106; -307.6850 Eh